Computed, not measured: 9 unconnected molecules or ions with the total composition C25H73N5O9, with ωB97M-V/def2-TZVPD.

Results
* HOMO-LUMO gap: 9.282 eV
* relative energy (zero: lowest compared OMol25 entry of this formula, charge and spin): 0.0 kcal/mol
* 2S+1: 1

Each line ends with the Mulliken charge.
Geometry (Å):
C1 13.66733 11.93391 18.05752  -0.792
C2 13.47119 13.39865 18.23039  0.446
C3 12.09821 13.84048 17.73426  0.429
O1 11.89724 15.23578 17.98003  -0.350
C4 12.36626 16.05511 16.98561  -0.381
N1 13.77765 13.78965 19.66477  -0.740
H1 13.42493 11.65170 17.04695  0.156
H2 12.96144 11.37252 18.72176  -0.044
H3 14.72748 11.50418 18.30350  0.311
H4 14.23293 13.96501 17.63235  0.242
H5 11.33752 13.36377 18.32777  -0.017
H6 11.92407 13.53803 16.66654  -0.235
H7 12.11501 17.12293 17.32973  0.248
H8 11.83367 15.78563 16.06810  -0.127
H9 13.44807 15.93188 16.83104  0.269
H10 13.28961 13.13861 20.30756  0.270
H11 13.34384 14.67592 19.86089  0.308
C5 1.84289 12.38012 13.56421  -1.319
C6 1.83283 12.10670 15.07694  0.325
C7 3.20205 11.77255 15.61134  -0.478
O2 4.00281 12.87154 15.49742  -0.383
C8 5.14596 12.80395 16.22303  0.155
N2 1.26738 13.15407 15.93186  -0.670
H12 0.87759 12.49100 13.07029  0.365
H13 2.40290 11.62934 12.98427  0.305
H14 2.33956 13.33028 13.39808  0.295
H15 1.27510 11.16003 15.30428  0.305
H16 3.68918 10.94043 15.05394  0.125
H17 3.03447 11.39869 16.63000  0.423
H18 5.56123 13.81245 16.22520  -0.076
H19 5.82950 12.03339 15.85440  -0.200
H20 4.89716 12.62495 17.30558  0.316
H21 1.91614 13.93878 15.86587  0.249
H22 0.33793 13.47040 15.64252  0.265
C9 8.23020 7.53192 16.26112  -1.454
C10 7.05456 8.26918 16.80596  1.887
C11 5.68664 7.77372 16.28890  -0.770
O3 5.57208 7.68232 14.90400  -0.466
C12 5.93574 8.87056 14.24709  -0.361
N3 6.90174 8.03209 18.29268  -0.641
H23 8.42092 7.64052 15.17872  0.380
H24 8.08506 6.43840 16.41003  0.346
H25 9.18426 7.89239 16.64809  0.200
H26 7.06465 9.33368 16.54098  -0.710
H27 4.99511 8.51454 16.67427  0.285
H28 5.41775 6.78839 16.70340  0.379
H29 5.70277 9.78302 14.81607  -0.263
H30 5.48196 8.98420 13.34384  0.631
H31 6.99445 8.85858 14.04417  0.227
H32 6.19307 8.67828 18.63995  0.283
H33 7.80009 8.16689 18.74579  0.120
C13 8.93958 17.87028 17.33519  -1.235
C14 8.60656 17.17399 18.66109  0.776
C15 8.07199 15.78795 18.56527  -0.210
O4 6.87742 15.61578 17.73383  -0.225
C16 5.68054 15.89818 18.39311  -0.709
N4 9.75098 17.16603 19.56016  -0.711
H34 9.61605 17.23766 16.77432  0.069
H35 9.33785 18.86442 17.41821  0.352
H36 8.02139 17.84939 16.76236  0.364
H37 7.84193 17.92407 19.05845  0.239
H38 7.81130 15.41287 19.55648  0.407
H39 8.75021 15.11614 18.09908  -0.318
H40 5.55896 15.31567 19.32735  0.335
H41 4.95466 15.45924 17.65479  0.140
H42 5.53247 16.95177 18.52641  0.311
H43 9.64371 16.95663 20.51307  0.309
H44 10.41056 16.37550 19.34309  0.147
C17 8.65160 6.74775 21.39677  -1.242
C18 9.78320 6.65279 20.35741  0.528
C19 10.48626 7.92901 20.10879  -0.706
O5 9.56750 8.97973 19.64564  -0.370
C20 10.28245 10.11644 19.12254  -0.623
N5 10.77285 5.66574 20.86163  -0.686
H45 7.90182 7.52120 21.11555  0.312
H46 9.12737 7.08779 22.40021  0.293
H47 8.23574 5.72960 21.46549  0.320
H48 9.37721 6.30011 19.38065  0.250
H49 11.36291 7.87482 19.41980  0.330
H50 10.85840 8.17435 21.10813  0.281
H51 10.91789 10.54682 19.91807  0.370
H52 9.48350 10.82373 18.86889  0.130
H53 10.94222 9.83818 18.29211  0.277
H54 11.33722 6.04180 21.59085  0.261
H55 11.40212 5.32101 20.12649  0.263
C21 7.93650 13.30507 11.59873  -1.402
C22 8.00615 13.11146 13.06758  0.428
O6 7.54499 11.74627 13.35821  -0.516
H56 8.37256 14.31881 11.38215  0.364
H57 6.89407 13.36488 11.20771  0.355
H58 8.54950 12.53890 11.08269  0.313
H59 7.42146 13.88067 13.60215  0.140
H60 9.01218 13.20061 13.39118  0.041
H61 6.62476 11.69300 13.62851  0.185
C23 8.46844 12.76460 16.24859  -0.963
O7 8.58378 11.41081 15.83546  -0.267
H62 9.36854 13.30105 15.97865  0.288
H63 7.61069 13.37196 15.94688  -0.013
H64 8.23783 12.81975 17.31313  0.411
H65 8.22906 11.48375 14.95062  0.170
C24 11.52085 9.63872 15.09695  -0.836
O8 11.18988 10.72747 15.85584  0.106
H66 12.14632 8.95963 15.67026  0.268
H67 10.60020 9.05589 14.78475  0.146
H68 12.09537 9.91645 14.26020  0.347
H69 10.25895 10.92922 15.78650  0.266
C25 12.08804 13.36577 13.86021  -0.143
O9 11.13592 14.35000 13.70735  -0.525
H70 11.78145 12.56276 14.49524  -0.278
H71 12.33595 13.04105 12.85125  0.346
H72 13.00943 13.72763 14.29954  0.401
H73 11.38425 15.18069 14.04228  0.276